Record 1
Molecular formula: C5H7NO2
Method: DFT, the ωB97M-V functional and the def2-TZVPD basis

Values from the calculation:
Relative energy (zero: lowest compared OMol25 entry of this formula, charge and spin) (kJ/mol): 288.6
Frontier orbital gap (eV): 8.0
LUMO energy (eV): 0.856
HOMO (eV): -7.2
SMILES: Cc1cc(N)c(O)o1

Geometry as XYZ:
```
15
C5H7NO2 (the ωB97M-V functional and the def2-TZVPD basis)
H -0.1470 -3.3143 -0.4663
C 0.4846 -0.5537 0.0635
H -3.4641 0.2442 0.1990
H 1.4611 -1.0662 0.1176
H 1.6025 1.7554 1.9227
N -0.9652 -2.7639 -0.5890
C 1.2707 1.8711 0.7731
C -0.8091 -1.4561 -0.3227
O -1.1712 0.8379 0.2217
C 0.3142 0.7947 0.4503
C -1.6810 -0.4404 -0.1456
O -3.0064 -0.5347 -0.0490
H -1.8245 -3.2429 -0.2464
H 0.8732 2.9225 0.6483
H 2.1298 1.7214 0.1237
```

---

Record 2
Molecular formula: C5H7NO2
Method: DFT, the ωB97M-V functional and the def2-TZVPD basis

Values from the calculation:
Relative energy (zero: lowest compared OMol25 entry of this formula, charge and spin) (kJ/mol): 395.2
Frontier orbital gap (eV): 10.5
LUMO energy (eV): 0.865
HOMO (eV): -9.6

Geometry as XYZ:
```
15
C5H7NO2 (the ωB97M-V functional and the def2-TZVPD basis)
H -1.8766 -0.5736 -0.7496
H 0.6264 1.9363 0.1735
H 0.5330 -2.0433 -0.9250
H -1.2844 -1.4551 0.7649
C -1.1231 -0.7161 -0.0850
H -1.6826 1.3757 0.9229
C 0.3230 0.1352 1.5907
O 0.6468 0.0257 2.7705
C 1.0697 0.0452 0.0954
N 0.3239 1.1689 -0.2746
O 0.3847 -0.2268 -2.0824
H 2.2380 -0.1603 0.0158
H 0.2494 0.6722 -2.0129
C 0.3715 -0.8845 -0.8156
C -0.7997 0.7004 0.6114
```

---

Record 3
Molecular formula: C5H7NO2
Method: DFT, the ωB97M-V functional and the def2-TZVPD basis

Values from the calculation:
Relative energy (zero: lowest compared OMol25 entry of this formula, charge and spin) (kJ/mol): 382.4
Frontier orbital gap (alpha / beta) (eV): 7.7 / 7.7
LUMO energy (alpha / beta) (eV): -0.126 / -0.126
HOMO (alpha / beta) (eV): -7.8 / -7.8
SMILES: [H]/N=C/C(C=O)=C(/C)O

Geometry as XYZ:
```
15
C5H7NO2 (the ωB97M-V functional and the def2-TZVPD basis)
C 1.6217 -1.1340 0.0002
C -1.3565 -1.2919 -0.2245
N -0.8410 2.2638 0.0070
O -2.5822 -1.3715 -0.3421
H 1.4943 -1.4146 -1.0543
H -1.3928 3.1197 0.0824
H 2.2578 1.5195 0.4483
C -0.7081 -0.0589 -0.0528
H -2.5228 1.0492 -0.0355
C 0.9641 0.1182 0.1426
H 1.0687 -1.8692 0.6414
H -0.7244 -2.2064 -0.2858
O 1.3469 1.2705 0.4522
H 2.7736 -1.1286 0.2592
C -1.3993 1.1342 -0.0383
```

---

Record 4
Molecular formula: C5H7NO2
Method: DFT, the ωB97M-V functional and the def2-TZVPD basis

Values from the calculation:
Relative energy (zero: lowest compared OMol25 entry of this formula, charge and spin) (kJ/mol): 491.7
Frontier orbital gap (eV): 10.2
LUMO energy (eV): 0.340
HOMO (eV): -9.8
SMILES: C#CC(C)=O.C=NO

Geometry as XYZ:
```
15
C5H7NO2 (the ωB97M-V functional and the def2-TZVPD basis)
C 1.6537 1.0303 1.5631
O -1.1296 0.2495 1.2421
H 0.5696 0.7198 1.7638
H 2.4536 0.8578 2.2706
H -1.2984 0.4219 -1.8632
N 2.0149 1.2909 0.3974
C 0.5265 -2.4193 -0.1352
C -0.1873 -1.4582 -0.0333
H -2.3734 -0.8795 -1.3688
O 0.9168 1.0507 -0.6376
C -1.8871 0.0340 -1.0336
C -0.9598 -0.2399 0.1211
H -2.6388 0.7691 -0.7514
H 1.0775 1.7400 -1.2940
H 1.2618 -3.1671 -0.2411
```

---

Record 5
Molecular formula: C5H7NO2
Method: DFT, the ωB97M-V functional and the def2-TZVPD basis

Values from the calculation:
Relative energy (zero: lowest compared OMol25 entry of this formula, charge and spin) (kJ/mol): 387.8
Frontier orbital gap (eV): 7.7
LUMO energy (eV): -0.225
HOMO (eV): -7.9

Geometry as XYZ:
```
15
C5H7NO2 (the ωB97M-V functional and the def2-TZVPD basis)
H -1.7057 -0.5440 -0.6569
C -0.1713 -0.0188 0.7965
C -1.5057 -0.6173 0.4159
H 0.6766 -0.0978 -2.6497
H 0.9438 1.8684 0.7661
O 1.8593 -0.2290 -0.7615
C 0.2038 1.3352 0.1698
C 0.8315 0.5896 -0.9182
O 0.2413 0.5745 -2.0933
H -1.5305 -1.6758 0.6860
N 1.7791 -2.0023 1.0776
H -2.3334 -0.1170 0.9313
H -0.0153 0.0162 1.8722
C 1.3376 -1.0602 0.5274
H -0.6112 1.9784 -0.1632
```

---

Record 6
Molecular formula: C5H7NO2
Method: DFT, the ωB97M-V functional and the def2-TZVPD basis

Values from the calculation:
Relative energy (zero: lowest compared OMol25 entry of this formula, charge and spin) (kJ/mol): 212.4
Frontier orbital gap (eV): 10.4
LUMO energy (eV): 0.579
HOMO (eV): -9.8
SMILES: C=CC(=O)NCC=O

Geometry as XYZ:
```
15
C5H7NO2 (the ωB97M-V functional and the def2-TZVPD basis)
H -3.4915 0.2087 -0.2118
O -1.7352 -1.3484 -0.2122
C 1.9054 -0.8821 0.2420
O 3.6383 0.7478 -0.0676
H 2.3425 -1.6993 -0.3283
H -3.3594 2.0339 0.0638
C 2.4980 0.4213 -0.2291
C -0.9318 -0.4448 -0.0319
N 0.3965 -0.9610 0.0318
H 0.2025 -1.9518 -0.0982
H -0.9177 1.8043 0.2521
C -1.5697 0.9591 0.0737
H 1.7759 1.0668 -0.7602
C -2.8799 1.0752 -0.0294
H 2.1261 -1.0296 1.3054
```

---

Computed calculated total energy, in the same sequence as the records: -10880.62602 -10879.52157 -10879.65359 -10878.52168 -10879.59796 -10881.41626 eV.